No. 1
A molecular structure, C24H63BF4N5O7Pd at a distorted geometry, computed with ωB97M-V/def2-TZVPD.

Positions of all 105 atoms, in Å:
Pd -0.2819 -1.5537 -1.6237
B -0.3054 1.0485 0.1188
F 0.6380 1.7124 0.9010
F 0.1132 -0.3567 0.1347
F -1.5908 1.1176 0.6530
F -0.3408 1.5041 -1.1848
C 3.1578 -5.9899 1.3688
O 2.0133 -5.2228 1.0131
C 1.9390 -4.0035 1.6991
C 0.8866 -3.0958 1.0926
N 1.0597 -2.8505 -0.3728
C 2.3821 -2.2378 -0.5920
C 2.5382 -1.9193 -2.0686
O 1.7061 -0.7653 -2.3194
C 2.4056 0.4959 -2.1822
H 3.0549 -6.9337 0.8399
H 3.1901 -6.2112 2.4379
H 4.0540 -5.4503 1.0535
H 2.9389 -3.5529 1.7546
H 1.6633 -4.1255 2.7559
H 0.8893 -2.1621 1.6527
H -0.0824 -3.5653 1.2782
H 1.1553 -3.7905 -0.7652
H 3.2244 -2.8692 -0.2939
H 2.5775 -1.3166 -0.0403
H 2.1605 -2.7356 -2.6847
H 3.5830 -1.6784 -2.2674
H 2.8731 0.7009 -1.2147
H 1.6457 1.2516 -2.3222
H 3.1772 0.4404 -2.9483
C -4.0105 0.4716 3.0974
O -3.5820 -0.6410 3.8512
C -2.2632 -1.0158 3.4709
C -2.0037 -2.4358 3.9713
N -2.4372 -3.3918 2.9684
C -2.6615 -4.7332 3.5180
C -3.1184 -5.7841 2.5440
O -4.4604 -5.5742 2.1743
C -4.7227 -5.4890 0.7942
H -3.2770 1.2880 3.0740
H -4.9276 0.8928 3.5049
H -4.1739 0.1626 2.0540
H -1.6046 -0.2456 3.8825
H -2.1042 -1.0335 2.3848
H -2.4353 -2.6094 4.9607
H -0.9131 -2.4844 4.0747
H -3.3699 -3.1651 2.6210
H -3.2891 -4.7307 4.4221
H -1.6985 -5.0621 3.9373
H -3.0520 -6.7450 3.0607
H -2.3690 -5.7807 1.7417
H -4.3807 -4.5561 0.3340
H -5.7943 -5.5733 0.6266
H -4.2632 -6.3397 0.2821
C 0.6288 4.6808 -4.6560
C 1.5069 3.6341 -3.9761
C 2.9667 3.7889 -4.4261
O 3.9356 2.8843 -3.9534
C 4.6314 3.2621 -2.7949
N 1.2117 3.8316 -2.5594
H -0.4026 4.6812 -4.3053
H 0.5581 4.5204 -5.7371
H 1.0479 5.6791 -4.5222
H 1.2335 2.6293 -4.3464
H 3.2836 4.8230 -4.2170
H 2.9841 3.8259 -5.5183
H 4.0522 3.9879 -2.2102
H 5.4971 3.8921 -3.0554
H 5.0013 2.4250 -2.2079
H 1.4749 3.0471 -1.9731
H 0.2065 3.8607 -2.4348
C 1.7411 5.0556 3.9079
C 0.8691 4.9537 2.6279
C 1.6774 4.5225 1.4106
O 2.3022 5.6759 0.8376
C 3.6967 5.7092 0.8208
N -0.1979 3.9612 2.9157
H 2.6906 5.5530 3.6900
H 1.9749 4.0713 4.3130
H 1.2048 5.6553 4.6431
H 0.3848 5.9249 2.5253
H 0.9946 4.2032 0.6123
H 2.4169 3.7148 1.4064
H 4.1478 4.8073 0.3916
H 4.1315 5.8334 1.8211
H 4.0407 6.5753 0.2587
H -0.1694 3.2208 2.2259
H -0.0985 3.5828 3.8419
C -4.6145 -1.1631 -1.2850
C -3.1888 -1.3921 -1.7860
C -2.7325 -0.2003 -2.6226
O -1.3728 -0.3486 -3.0850
C -1.0741 0.4852 -4.2091
N -2.2410 -1.5039 -0.6245
H -4.5862 -0.3277 -0.5808
H -4.9263 -2.0778 -0.7838
H -5.2931 -0.8542 -2.0775
H -3.1099 -2.2743 -2.4266
H -2.7845 0.7124 -2.0203
H -3.3773 -0.1274 -3.4996
H -0.0229 0.3457 -4.4598
H -1.1273 1.5218 -3.8704
H -1.6964 0.2490 -5.0674
H -2.6677 -2.2236 -0.0416
H -2.3234 -0.6039 -0.1408

Output
**Charge**: +1
**Gap between HOMO and LUMO (alpha / beta)**: 7.349 / 4.648 eV
**Highest occupied orbital energy (alpha / beta)**: -10.241 / -10.241 eV
**Spin multiplicity**: 3


No. 2
A molecular structure, C35H41BiCl5IN9O3S3 at a distorted geometry, computed with ωB97M-V/def2-TZVPD.

Positions of all 98 atoms, in Å:
Bi -0.2319 0.4341 0.6493
C -3.8649 -3.2068 -0.3609
N -4.0134 -1.9594 -1.0645
C -5.0269 -1.9493 -2.1179
C -3.0324 -1.0149 -0.9881
N -2.0362 -1.0580 -0.1629
N -3.1704 0.0717 -1.8398
C -2.3309 1.1681 -1.9356
N -2.5991 1.9978 -2.9853
N -1.3412 1.4299 -1.1308
H -4.7734 -3.7875 -0.4929
H -3.7036 -3.0583 0.7320
H -2.9706 -3.7914 -0.7215
H -5.7464 -2.7464 -1.8775
H -4.5780 -2.1387 -3.1150
H -5.5941 -1.0069 -2.1105
H -2.0870 -1.8379 0.4721
H -3.9797 0.0307 -2.4591
H -3.2750 1.7320 -3.6763
H -1.9354 2.7141 -3.2158
H -0.7588 2.2265 -1.4737
N 3.5180 -0.3062 2.1010
C 2.9046 0.1733 3.2044
N 3.4331 -0.0105 4.4307
S 1.4987 1.1516 3.0595
H 4.4181 -0.7828 2.1548
H 2.9539 -0.3750 1.2448
H 4.1196 -0.7322 4.5970
H 2.9359 0.3253 5.2339
C 1.2367 4.4923 1.2859
N 0.5022 4.4074 2.5578
C 1.2299 4.8414 3.7699
C -0.7299 3.8395 2.6384
S -1.4578 3.0991 1.2603
N -1.3663 4.0122 3.8576
C -1.7143 5.3769 4.3031
C -2.1788 2.8935 4.4194
H 2.0141 5.2573 1.4074
H 0.5307 4.7226 0.4658
H 1.7089 3.5112 1.0186
H 2.2699 4.4698 3.6827
H 0.7386 4.3951 4.6595
H 1.2297 5.9497 3.8155
H -1.1030 6.1180 3.7827
H -1.4883 5.4567 5.3993
H -2.7800 5.6016 4.1040
H -1.5746 1.9845 4.4082
H -3.0784 2.6858 3.8082
H -2.4659 3.1437 5.4681
Cl 0.4352 -2.2886 2.6752
C -1.0723 -1.5669 3.1630
C -1.6923 -0.5878 2.4023
C -2.9994 -0.2045 2.6593
Cl -3.9049 0.8551 1.6391
C -3.6704 -0.7897 3.7407
Cl -5.3089 -0.2824 4.0603
C -3.0190 -1.6814 4.5924
Cl -3.7776 -2.1704 6.0161
C -1.7292 -2.0876 4.3094
Cl -0.9279 -3.2499 5.3039
I 6.8239 1.4948 -5.1972
C 5.1724 1.8123 -4.0441
C 5.1913 1.4596 -2.6711
C 4.0368 1.5892 -1.9004
C 2.8750 2.1691 -2.4492
C 2.8666 2.5650 -3.7894
C 3.9884 2.3388 -4.5814
C 1.6023 2.2538 -1.6873
O 0.7079 3.0130 -2.1567
O 1.5149 1.4986 -0.6548
H 6.1164 1.0769 -2.2436
H 4.0149 1.2347 -0.8626
H 2.0249 3.0866 -4.2032
H 3.9394 2.6183 -5.6167
O 2.0599 -1.6209 -0.3076
S 0.9484 -2.5772 -0.8005
C 1.6450 -4.2263 -1.0596
C 0.9467 -5.3873 -0.7190
C 1.3722 -6.6294 -1.2016
C 2.5387 -6.7482 -1.9651
C 3.2628 -5.5881 -2.2288
C 2.8480 -4.3303 -1.7540
C 0.5816 -2.1540 -2.4983
C 1.1222 -1.0042 -3.0742
C 0.5424 -0.5061 -4.2517
C -0.5481 -1.1161 -4.8574
C -1.0222 -2.3266 -4.3016
C -0.4582 -2.8526 -3.1353
H 0.0430 -5.2691 -0.1482
H 0.8322 -7.5207 -0.8986
H 2.9177 -7.6904 -2.3165
H 4.1655 -5.6041 -2.8348
H 3.4181 -3.4389 -1.9598
H 1.9920 -0.5632 -2.6088
H 0.9817 0.3725 -4.6688
H -0.9487 -0.6910 -5.7581
H -1.8519 -2.8647 -4.7245
H -0.8533 -3.7709 -2.6951

Output
**Charge**: +1
**Gap between HOMO and LUMO**: 7.473 eV
**Highest occupied orbital energy**: -10.197 eV


Results for ΔE to the lowest compared entry with this formula, charge and spin: 157.6; 0.0 (in kJ/mol, following the order of the records).